(1)
{"formula": "C43H41N3O7PReS", "method": "the ωB97M-V functional and the def2-TZVPD basis", "species": ["Re", "O", "C", "C", "C", "C", "C", "C", "C", "O", "N", "N", "C", "C", "C", "C", "C", "C", "N", "H", "H", "H", "H", "H", "H", "H", "H", "H", "H", "O", "C", "C", "C", "C", "C", "C", "C", "P", "C", "C", "C", "C", "C", "C", "C", "C", "C", "C", "C", "C", "H", "H", "H", "H", "H", "H", "H", "H", "H", "H", "H", "H", "H", "H", "C", "C", "C", "C", "C", "C", "C", "S", "O", "O", "O", "H", "H", "H", "H", "H", "H", "H", "C", "C", "O", "C", "C", "H", "H", "H", "H", "H", "H", "H", "H", "H", "H"], "coordinates": [[-0.25, -0.20, 0.35], [1.49, -3.04, 3.76], [2.77, -2.79, 3.48], [3.76, -3.50, 4.17], [5.09, -3.24, 3.94], [5.48, -2.28, 3.01], [4.52, -1.61, 2.29], [3.16, -1.86, 2.50], [2.18, -1.20, 1.65], [0.94, -1.49, 1.68], [2.68, -0.37, 0.72], [1.80, 0.13, -0.08], [2.09, 0.85, -1.13], [0.99, 1.32, -1.88], [1.14, 2.05, -3.07], [0.03, 2.45, -3.78], [-1.23, 2.14, -3.27], [-1.32, 1.42, -2.10], [-0.25, 1.00, -1.42], [0.91, -2.39, 3.31], [3.44, -4.24, 4.88], [5.85, -3.78, 4.49], [6.52, -2.07, 2.85], [4.80, -0.89, 1.54], [3.12, 1.07, -1.39], [2.14, 2.27, -3.42], [0.13, 2.98, -4.71], [-2.12, 2.45, -3.78], [-2.28, 1.18, -1.66], [-1.73, -0.91, 2.58], [-1.82, -1.20, 1.43], [-2.68, -2.25, 0.86], [-3.71, -2.83, 1.59], [-4.46, -3.84, 1.03], [-4.19, -4.29, -0.26], [-3.15, -3.73, -0.99], [-2.41, -2.71, -0.44], [-0.92, -1.97, -1.18], [-1.37, -1.51, -2.88], [-0.33, -1.24, -3.78], [-0.61, -0.82, -5.07], [-1.93, -0.65, -5.47], [-2.96, -0.91, -4.58], [-2.69, -1.34, -3.29], [0.18, -3.42, -1.28], [0.57, -4.03, -2.46], [1.44, -5.11, -2.42], [1.90, -5.58, -1.20], [1.47, -5.00, -0.02], [0.61, -3.93, -0.06], [-3.89, -2.49, 2.60], [-5.26, -4.30, 1.59], [-4.77, -5.09, -0.69], [-2.92, -4.09, -1.98], [0.70, -1.35, -3.45], [0.19, -0.65, -5.76], [-2.15, -0.31, -6.47], [-3.99, -0.77, -4.89], [-3.50, -1.55, -2.61], [0.21, -3.67, -3.41], [1.75, -5.58, -3.34], [2.60, -6.40, -1.18], [1.81, -5.38, 0.93], [0.27, -3.47, 0.86], [3.18, 6.52, 0.79], [2.52, 5.34, 1.44], [1.35, 5.49, 2.18], [0.70, 4.38, 2.70], [1.24, 3.13, 2.49], [2.42, 2.96, 1.81], [3.07, 4.07, 1.30], [0.32, 1.64, 2.88], [-0.66, 1.93, 3.88], [1.27, 0.59, 3.14], [-0.31, 1.46, 1.52], [2.59, 7.42, 0.92], [3.29, 6.34, -0.28], [4.17, 6.68, 1.20], [0.94, 6.47, 2.34], [-0.21, 4.47, 3.27], [2.83, 1.97, 1.70], [4.00, 3.95, 0.76], [-4.29, 0.80, 0.88], [-3.87, 2.26, 1.09], [-2.70, 2.53, 0.33], [-2.18, 3.81, 0.63], [-1.01, 4.11, -0.28], [-5.37, 0.69, 0.93], [-3.85, 0.18, 1.65], [-3.95, 0.45, -0.10], [-3.68, 2.45, 2.15], [-4.67, 2.94, 0.76], [-1.87, 3.83, 1.68], [-2.97, 4.56, 0.49], [-0.23, 3.37, -0.14], [-0.60, 5.09, -0.04], [-1.32, 4.09, -1.32]], "mulliken_spin": [0.69, 0.00, 0.00, 0.00, 0.00, 0.00, 0.00, 0.00, 0.01, 0.07, 0.05, -0.03, -0.02, 0.05, -0.01, 0.02, -0.02, 0.05, -0.01, 0.00, 0.00, 0.00, 0.00, 0.00, 0.00, 0.00, 0.00, 0.00, 0.02, 0.10, -0.01, 0.00, 0.00, 0.00, 0.00, 0.00, -0.01, 0.03, 0.02, 0.00, 0.00, 0.00, 0.00, 0.00, -0.01, 0.00, 0.00, 0.00, 0.00, 0.00, 0.00, 0.00, 0.00, 0.00, 0.00, 0.00, 0.00, 0.00, 0.00, 0.00, 0.00, 0.00, 0.00, 0.00, 0.00, 0.00, 0.00, 0.00, 0.00, 0.00, 0.00, 0.00, 0.01, 0.00, 0.03, 0.00, 0.00, 0.00, 0.00, 0.00, 0.00, 0.00, 0.00, 0.00, 0.00, 0.00, 0.00, 0.00, 0.00, 0.00, 0.00, 0.00, 0.00, 0.00, -0.01, 0.00, 0.00], "s_squared": 0.82, "spin_multiplicity": 2, "de_lowest_kcal_mol": 3.7, "e_homo_ev": [-10.552, -10.536], "charge": 1, "orbital_gap_ev": [5.7, 5.6]}

(2)
{"formula": "C43H41NO2S2", "method": "the ωB97M-V functional and the def2-TZVPD basis", "species": ["O", "S", "O", "C", "C", "C", "C", "C", "C", "C", "S", "C", "C", "C", "C", "C", "C", "N", "H", "H", "H", "H", "H", "H", "H", "H", "H", "H", "H", "C", "C", "C", "C", "C", "C", "H", "H", "H", "H", "H", "H", "C", "C", "C", "C", "C", "C", "H", "H", "H", "H", "H", "H", "C", "C", "C", "C", "C", "C", "H", "H", "H", "H", "H", "H", "C", "C", "C", "C", "C", "C", "H", "H", "H", "H", "H", "H", "C", "C", "C", "C", "C", "C", "H", "H", "H", "H", "H", "H"], "coordinates": [[5.58, -1.11, 0.04], [4.83, 0.11, 0.20], [5.29, 1.09, 1.15], [4.63, 0.96, -1.36], [3.54, 1.98, -1.16], [3.82, 3.27, -0.72], [2.77, 4.15, -0.53], [1.46, 3.79, -0.81], [1.18, 2.52, -1.28], [2.23, 1.62, -1.44], [1.82, 0.01, -2.08], [0.26, -0.22, -1.27], [-0.12, -1.47, -0.79], [-1.37, -1.63, -0.23], [-2.22, -0.53, -0.14], [-1.83, 0.71, -0.59], [-0.57, 0.88, -1.16], [-0.13, 2.13, -1.64], [3.54, -0.20, 0.50], [5.59, 1.42, -1.60], [4.37, 0.23, -2.11], [4.84, 3.53, -0.50], [2.95, 5.15, -0.16], [0.65, 4.49, -0.68], [0.59, -2.27, -0.90], [-1.66, -2.60, 0.13], [-3.20, -0.64, 0.30], [-2.49, 1.56, -0.52], [-0.79, 2.87, -1.43], [4.36, 5.27, 4.49], [4.51, 4.41, 3.41], [5.51, 3.46, 3.41], [6.38, 3.37, 4.49], [6.24, 4.23, 5.57], [5.23, 5.19, 5.57], [3.58, 6.02, 4.48], [3.84, 4.49, 2.56], [5.62, 2.79, 2.56], [7.17, 2.63, 4.49], [6.92, 4.17, 6.41], [5.12, 5.86, 6.41], [1.63, -4.39, -2.54], [2.56, -5.17, -1.87], [2.34, -6.53, -1.73], [1.20, -7.11, -2.27], [0.27, -6.33, -2.93], [0.48, -4.96, -3.07], [1.80, -3.32, -2.66], [3.45, -4.72, -1.45], [3.06, -7.15, -1.21], [1.03, -8.18, -2.16], [-0.63, -6.77, -3.35], [-0.24, -4.35, -3.60], [-1.73, -4.80, -7.92], [-2.04, -6.13, -7.72], [-2.56, -6.55, -6.51], [-2.76, -5.63, -5.49], [-2.45, -4.29, -5.68], [-1.93, -3.88, -6.90], [-1.33, -4.47, -8.87], [-1.88, -6.85, -8.52], [-2.81, -7.59, -6.35], [-3.17, -5.96, -4.54], [-2.60, -3.58, -4.89], [-1.68, -2.83, -7.06], [-5.11, -0.32, 2.83], [-5.35, 0.80, 2.04], [-6.55, 1.48, 2.16], [-7.51, 1.05, 3.07], [-7.27, -0.07, 3.85], [-6.07, -0.75, 3.73], [-4.17, -0.85, 2.74], [-4.61, 1.13, 1.33], [-6.74, 2.36, 1.55], [-8.45, 1.59, 3.16], [-8.02, -0.41, 4.56], [-5.88, -1.62, 4.34], [-1.16, 3.80, 4.47], [-0.67, 3.39, 3.24], [-1.55, 3.22, 2.17], [-2.90, 3.45, 2.35], [-3.39, 3.85, 3.58], [-2.52, 4.03, 4.64], [-0.48, 3.93, 5.30], [0.38, 3.20, 3.10], [-1.17, 2.90, 1.21], [-3.59, 3.31, 1.52], [-4.45, 4.02, 3.72], [-2.89, 4.34, 5.61]], "lowdin_charge": [-0.34, 0.68, -0.35, -0.23, -0.30, -0.04, -0.07, -0.02, -0.25, -0.39, 1.05, -0.44, -0.09, -0.07, -0.08, -0.03, -0.27, 0.10, 0.08, 0.12, 0.07, 0.12, 0.11, 0.11, 0.09, 0.11, 0.09, 0.11, 0.13, -0.10, -0.09, -0.08, -0.09, -0.10, -0.10, 0.10, 0.09, 0.07, 0.10, 0.10, 0.10, -0.10, -0.09, -0.10, -0.09, -0.09, -0.09, 0.08, 0.10, 0.10, 0.10, 0.09, 0.09, -0.10, -0.10, -0.10, -0.11, -0.11, -0.09, 0.10, 0.10, 0.10, 0.10, 0.10, 0.10, -0.09, -0.11, -0.10, -0.10, -0.10, -0.09, 0.10, 0.08, 0.10, 0.10, 0.10, 0.10, -0.09, -0.09, -0.09, -0.11, -0.09, -0.09, 0.10, 0.10, 0.08, 0.09, 0.10, 0.10], "spin_multiplicity": 1, "smiles": "O=[SH](=O)Cc1cccc2c1Sc1ccccc1N2.c1ccccc1.c1ccccc1.c1ccccc1.c1ccccc1.c1ccccc1", "e_homo_ev": -8.264, "orbital_gap_ev": 8.7}

(3)
{"formula": "C43H42AsClN5O2PRuSSe", "method": "the ωB97M-V functional and the def2-TZVPD basis", "species": ["Ru", "Cl", "C", "C", "C", "C", "C", "C", "P", "C", "C", "C", "C", "C", "C", "C", "C", "C", "C", "C", "C", "H", "H", "H", "H", "H", "H", "H", "H", "H", "H", "H", "H", "H", "H", "S", "C", "C", "C", "C", "C", "C", "As", "C", "C", "C", "C", "C", "C", "C", "C", "C", "C", "C", "C", "H", "H", "H", "H", "H", "H", "H", "H", "H", "H", "H", "H", "H", "H", "N", "C", "C", "C", "C", "N", "C", "N", "N", "C", "O", "O", "H", "H", "H", "H", "H", "H", "H", "H", "H", "H", "H", "H", "H", "H", "Se", "C", "N"], "coordinates": [[0.05, 0.21, -1.00], [2.89, 0.14, -0.07], [3.56, 1.67, -0.48], [4.90, 1.79, -0.83], [5.39, 3.04, -1.17], [4.56, 4.15, -1.16], [3.22, 4.02, -0.82], [2.70, 2.77, -0.47], [0.93, 2.50, -0.14], [0.82, 2.67, 1.67], [1.90, 2.56, 2.54], [1.68, 2.59, 3.91], [0.40, 2.74, 4.41], [-0.68, 2.86, 3.55], [-0.47, 2.81, 2.19], [0.25, 4.07, -0.75], [0.05, 4.17, -2.13], [-0.37, 5.36, -2.69], [-0.62, 6.45, -1.87], [-0.44, 6.36, -0.50], [0.00, 5.17, 0.06], [5.53, 0.93, -0.84], [6.43, 3.14, -1.45], [4.95, 5.11, -1.44], [2.57, 4.88, -0.82], [2.90, 2.45, 2.16], [2.52, 2.51, 4.58], [0.23, 2.76, 5.48], [-1.68, 2.99, 3.94], [-1.31, 2.87, 1.50], [0.23, 3.31, -2.76], [-0.52, 5.43, -3.75], [-0.94, 7.39, -2.30], [-0.63, 7.21, 0.14], [0.15, 5.10, 1.13], [-1.98, 1.61, -1.45], [-3.50, 0.95, -0.92], [-4.57, 1.82, -0.70], [-5.78, 1.33, -0.25], [-5.94, -0.03, -0.02], [-4.89, -0.90, -0.26], [-3.67, -0.43, -0.72], [-2.07, -1.53, -0.97], [-2.84, -3.32, -0.68], [-3.12, -4.17, -1.74], [-3.70, -5.41, -1.51], [-3.99, -5.81, -0.22], [-3.71, -4.97, 0.85], [-3.13, -3.74, 0.62], [-1.91, -1.59, -2.91], [-0.87, -2.35, -3.42], [-0.64, -2.40, -4.79], [-1.46, -1.69, -5.65], [-2.50, -0.93, -5.14], [-2.73, -0.88, -3.78], [-4.42, 2.88, -0.88], [-6.59, 2.02, -0.07], [-6.89, -0.40, 0.34], [-5.02, -1.97, -0.08], [-2.89, -3.86, -2.75], [-3.92, -6.06, -2.34], [-4.44, -6.78, -0.04], [-3.95, -5.29, 1.86], [-2.92, -3.07, 1.46], [-0.22, -2.89, -2.73], [0.18, -2.99, -5.17], [-1.27, -1.70, -6.71], [-3.14, -0.37, -5.81], [-3.55, -0.29, -3.39], [-0.10, -0.39, 1.52], [0.28, -1.75, 1.87], [1.01, -1.83, 3.22], [2.39, -1.15, 3.18], [3.46, -1.93, 3.95], [3.55, -3.33, 3.55], [3.90, -3.78, 2.34], [3.81, -5.10, 2.11], [4.59, -3.02, 1.49], [1.12, -2.41, 0.71], [1.95, -3.27, 1.02], [0.85, -2.02, -0.45], [0.55, 0.27, 1.94], [-1.03, -0.16, 1.87], [-0.63, -2.37, 1.92], [1.12, -2.88, 3.47], [0.39, -1.37, 3.99], [2.35, -0.15, 3.61], [2.70, -1.05, 2.14], [3.22, -1.93, 5.02], [4.44, -1.45, 3.83], [3.12, -3.99, 4.16], [3.17, -5.65, 2.65], [3.96, -5.42, 1.17], [4.61, -2.03, 1.62], [4.61, -3.33, 0.52], [1.39, -0.01, -3.09], [0.38, 0.95, -4.21], [-0.24, 1.60, -4.94]], "mulliken_spin": [0.97, 0.01, -0.02, 0.00, 0.00, 0.00, 0.01, 0.00, 0.03, 0.00, 0.00, 0.00, 0.00, 0.00, 0.00, -0.01, 0.00, 0.00, 0.00, 0.00, 0.00, 0.00, 0.00, 0.00, 0.00, 0.00, 0.00, 0.00, 0.00, 0.00, 0.00, 0.00, 0.00, 0.00, 0.00, -0.06, 0.02, 0.00, 0.00, 0.00, 0.00, 0.01, 0.04, 0.01, 0.01, 0.00, 0.00, 0.00, 0.00, 0.01, 0.00, 0.00, 0.01, -0.01, 0.01, 0.00, 0.00, 0.00, 0.00, 0.00, 0.00, 0.00, 0.00, 0.00, 0.00, 0.00, 0.00, 0.00, 0.00, -0.02, 0.00, 0.00, 0.00, 0.00, 0.00, 0.00, 0.00, 0.00, -0.01, 0.00, 0.00, 0.00, 0.00, 0.00, 0.00, 0.00, 0.00, 0.00, 0.00, 0.00, 0.00, 0.00, 0.00, 0.00, 0.00, -0.01, 0.01, 0.00], "s_squared": 0.80, "spin_multiplicity": 2, "e_homo_ev": [-9.452, -9.385], "charge": 1, "orbital_gap_ev": [6.1, 6.0]}

Number 1: electronic energy -3171.7347 hartree, molecular weight 961.06 g/mol. Number 2: electronic energy -2664.7421 hartree, molecular weight 667.94 g/mol. Number 3: electronic energy -8019.6940 hartree, molecular weight 1014.29 g/mol.